Record 1
C3H9N | ωB97M-V with the def2-TZVPD basis set

Orbital gap (Ha): 0.39792
E_HOMO (hartree): -0.3550
Lowest unoccupied orbital energy (eV): 1.167
SMILES: C=CC.N

Last column: natural (NBO) charge in e.
Positions of all 13 atoms, in Å:
C (-1.815, 1.439, 0.118)  -0.42
C (-1.921, 1.545, -1.208)  -0.15
C (-1.798, 0.434, -2.229)  -0.68
H (-2.074, 2.324, 0.689)  0.19
H (-1.963, 0.593, 0.781)  0.20
H (-1.820, 2.504, -1.717)  0.19
H (-2.776, -0.089, -2.090)  0.24
H (-1.367, 0.852, -3.125)  0.22
H (-1.031, -0.304, -1.970)  0.22
N (4.467, -2.697, 2.667)  -1.07
H (4.205, -1.814, 2.247)  0.36
H (3.655, -3.202, 3.004)  0.36
H (4.954, -2.446, 3.523)  0.35

Record 2
C2H8N3 | ωB97M-V with the def2-TZVPD basis set

Charge: +1
Orbital gap (Ha): 0.42407
E_HOMO (hartree): -0.5473
Lowest unoccupied orbital energy (eV): -3.354
SMILES: CNC(N)=[NH2+]

Last column: natural (NBO) charge in e.
Positions of all 13 atoms, in Å:
C (0.976, -1.425, 0.131)  -0.42
N (0.830, -0.003, 0.170)  -0.55
C (-0.360, 0.730, -0.055)  0.69
N (-0.349, 2.055, -0.103)  -0.76
N (-1.573, 0.111, -0.172)  -0.78
H (-0.124, -1.851, 0.031)  0.20
H (1.705, -1.791, -0.694)  0.24
H (1.406, -1.828, 1.092)  0.25
H (1.574, 0.623, 0.046)  0.41
H (0.513, 2.668, 0.046)  0.44
H (-1.173, 2.500, 0.152)  0.41
H (-2.368, 0.821, -0.396)  0.44
H (-1.449, -0.849, -0.610)  0.44

Record 3
C3H6INO2 | ωB97M-V with the def2-TZVPD basis set

Orbital gap (Ha): 0.32415
E_HOMO (hartree): -0.3143
Lowest unoccupied orbital energy (eV): 0.268

Last column: natural (NBO) charge in e.
Positions of all 13 atoms, in Å:
C (0.056, 0.944, -0.685)  0.53
C (-0.767, -1.551, 0.620)  -0.54
C (0.796, -0.119, -0.009)  0.12
N (-0.528, 1.873, 0.006)  -0.77
O (-0.160, 0.831, -1.902)  -0.65
O (1.496, -0.879, -0.843)  -0.74
I (1.948, 0.121, 1.759)  0.12
H (-1.273, -2.032, -0.183)  0.20
H (-1.332, -0.837, 1.210)  0.18
H (-0.115, -2.119, 1.296)  0.20
H (-0.413, 1.994, 1.058)  0.41
H (-1.112, 2.432, -0.468)  0.40
H (1.405, -0.658, -1.858)  0.52